{
  "formula": "ClFN2O3",
  "method": "ωB97M-V/def2-TZVPD",
  "smiles": "O=[N+]([O-])Cl.O=NF",
  "e_lumo_ev": -1.475,
  "orbital_gap_ev": 10.2,
  "relative_energy_ev": 0.3340,
  "elements": ["O", "N", "F", "O", "O", "Cl", "N"],
  "positions_angstrom": [[0.4622, 0.2344, 1.4446], [-1.3630, -0.4573, -0.3462], [-1.6542, -1.8850, -0.1189], [0.6547, 1.2071, -0.5135], [-1.9861, -0.0095, -1.2406], [2.9159, 0.2844, 0.2933], [0.9705, 0.6258, 0.4812]],
  "forces_ev_per_a": [[-0.178, -0.003, 0.594], [-2.505, 1.425, -3.378], [-0.176, 0.490, -0.370], [-0.584, -0.381, 1.345], [2.127, -2.222, 3.438], [-0.976, -0.110, 0.590], [2.292, 0.802, -2.220]]
}